Formula: C15H26Br2ClFO4Ta
Source: OMol25
Level of theory: ωB97M-V with the def2-TZVPD basis set

Last column: Mulliken charge in e.
Element x y z (Å)
C -3.789441 -0.997767 1.278729  -1.14
C -3.827922 0.452563 0.814854  -0.60
C -2.709105 0.965771 -0.117646  -0.60
Br -3.471476 1.006237 -1.958166  -0.23
Ta -0.584527 0.113790 -0.026640  0.56
C 0.295160 2.198400 -0.467435  -1.19
C 1.818441 2.277277 -0.725028  -0.82
C 2.694328 2.322106 0.512768  -0.35
Cl 3.167292 3.993260 0.948393  -0.24
C -0.533118 0.380642 2.279207  -1.04
C -0.993938 1.659154 2.800060  0.12
O -2.144453 2.041969 2.930111  -0.57
Br 0.408888 2.948325 3.420438  -0.27
C 1.567299 -0.786483 0.148461  -0.66
C 1.462027 -2.229354 0.318475  -0.11
O 1.605532 -3.064136 -0.560023  -0.67
O 1.134890 -2.652769 1.628470  -0.25
C 2.114767 -3.239289 2.351250  0.75
C 3.499376 -3.313767 1.783733  -1.01
O 1.856606 -3.657736 3.453431  -0.61
C -0.508373 -0.584023 -2.186583  -1.34
C -0.252700 0.457222 -3.254823  0.89
C -0.696304 -0.037970 -4.638222  -1.53
F 1.102973 0.743448 -3.323752  -0.38
H -3.156698 -1.142681 2.139492  0.23
H -3.515882 -1.682556 0.495092  0.27
H -4.792076 -1.278002 1.588314  0.42
H -4.765883 0.569744 0.289839  0.64
H -3.923939 1.082999 1.686226  0.16
H -2.587430 2.018531 0.106068  0.56
H -1.123915 -1.627622 0.345796  -0.21
H 0.077256 2.912212 0.325515  0.59
H -0.174015 2.625019 -1.349274  0.49
H 2.178926 1.489388 -1.368858  0.07
H 2.017091 3.201302 -1.254253  0.70
H 2.259377 1.830356 1.366254  0.02
H 3.625283 1.819386 0.301022  0.41
H 0.481820 0.208975 2.612838  0.58
H -1.131396 -0.398197 2.729933  0.69
H 2.108628 -0.655749 -0.772218  0.54
H 2.098972 -0.384107 1.004165  0.61
H 4.042311 -4.006539 2.402257  0.32
H 3.506352 -3.674238 0.768097  0.35
H 3.973626 -2.344096 1.818948  0.28
H 0.296956 -1.310121 -2.279329  0.69
H -1.401892 -1.134865 -2.442117  0.61
H -0.805301 1.366504 -3.079176  0.15
H -0.111630 0.415288 -5.423871  0.43
H -1.742479 0.218329 -4.744075  0.31
H -0.650281 -1.116130 -4.676748  0.36

Forces on atoms 1 to 2 (eV/Å):
C -0.5 0.2 0.0
C -0.2 -0.3 -0.3

Summary:
Total charge = -1
Frontier orbital gap = 7.635 eV
Multiplicity = 1
HOMO level = -5.822 eV
DFT total energy = -6653.16694 a.u.

=====

Formula: C22H17BrN3O3RhS2
Source: OMol25
Level of theory: ωB97M-V with the def2-TZVPD basis set

Last column: Mulliken charge in e.
Element x y z (Å)
Rh -0.908560 0.143483 -1.198377  0.05
C 0.891677 -2.480846 1.575602  -1.44
C 0.843176 -1.585693 0.368838  1.20
N 0.019949 -0.561937 0.422119  0.67
N -0.578403 -0.371864 1.657478  -0.73
C -1.636883 0.350873 1.659075  0.32
S -2.407771 1.042976 0.264880  -0.32
S -2.352231 0.724617 3.240133  -0.11
C -1.452644 2.294654 3.528462  -1.20
C 0.001615 2.106950 3.829503  0.71
C 0.440372 1.914888 5.135460  -0.46
C 1.784985 1.714613 5.405749  -0.51
C 2.708320 1.701956 4.368935  -0.47
C 2.279881 1.895733 3.063701  -0.75
C 0.934248 2.099332 2.797224  -0.17
C 1.701684 -1.829121 -0.780673  -0.02
C 2.631538 -2.895770 -0.749897  -0.76
C 3.508646 -3.136538 -1.775192  -0.91
C 3.491412 -2.306868 -2.903001  -0.37
C 2.620395 -1.253635 -2.974870  -0.58
C 1.709742 -0.978875 -1.930606  0.98
O 0.947477 0.067636 -2.053449  -0.80
H -0.116025 -2.614649 1.958259  0.40
H 1.471904 -2.012847 2.372503  0.30
H 1.313765 -3.448745 1.346047  0.54
H -1.984977 2.745093 4.366358  0.52
H -1.599381 2.926656 2.652975  0.39
H -0.279703 1.915260 5.945736  0.37
H 2.113511 1.570003 6.426950  0.38
H 3.758833 1.547357 4.578699  0.39
H 2.994263 1.891212 2.250209  0.42
H 0.603794 2.253803 1.775221  0.42
H 2.678340 -3.541487 0.110272  0.23
H 4.207210 -3.958983 -1.710127  0.40
H 4.169224 -2.500562 -3.725212  0.39
H 2.594750 -0.594888 -3.832520  0.45
Br -0.859801 3.090825 -3.057755  -0.08
C -2.097330 1.766376 -3.547120  0.25
C -2.982271 1.964474 -4.593437  -0.65
C -3.873015 0.948048 -4.896223  -0.23
C -3.860793 -0.222278 -4.152601  -0.81
C -2.945922 -0.334756 -3.128048  0.66
N -2.078889 0.646917 -2.839633  0.10
C -2.848917 -1.571620 -2.256761  0.49
O -3.609170 -2.494261 -2.415402  -0.67
O -1.872160 -1.547204 -1.390565  -0.33
H -2.966553 2.892199 -5.144891  0.42
H -4.575638 1.074997 -5.708862  0.42
H -4.533671 -1.047503 -4.335164  0.51

Forces on atoms 1 to 2 (eV/Å):
Rh 0.5 0.7 0.7
C 0.1 0.1 0.0

Summary:
Frontier orbital gap (spin up / spin down) = 7.063 / 7.062 eV
Multiplicity = 1
HOMO level (spin up / spin down) = -8.062 / -8.061 eV
DFT total energy = -4719.50444 a.u.

=====

Formula: C22H14Cl5N2O2Pt
Source: OMol25
Level of theory: ωB97M-V with the def2-TZVPD basis set

Last column: Mulliken charge in e.
Element x y z (Å)
Pt 0.642702 0.739252 -0.312241  0.98
O 0.682492 0.643495 1.688404  -0.75
C -0.209757 0.721504 2.683206  0.79
C 0.202367 0.167002 3.902349  -0.58
C -0.655382 0.120010 4.981405  -0.45
C -1.951858 0.619766 4.887772  -0.77
C -2.353396 1.205679 3.705802  -0.73
C -1.489892 1.281831 2.611121  0.26
C -1.958487 1.935791 1.356249  -0.42
N -1.364707 0.957488 -0.955494  0.13
C -1.688072 0.946577 -2.376862  -0.76
C -0.566234 0.198176 -3.089597  -0.93
N 0.686684 0.275219 -2.301167  -0.28
C 1.706802 -0.338539 -2.805419  0.19
C 2.995646 -0.533520 -2.226196  0.50
C 3.949857 -1.233081 -2.995251  -0.91
C 5.220257 -1.437150 -2.525397  -0.73
C 5.569716 -0.932766 -1.266877  -0.39
C 4.660830 -0.252675 -0.487142  -0.51
C 3.356658 -0.055253 -0.946874  0.79
O 2.544414 0.625909 -0.144025  -0.61
H 1.206301 -0.230466 3.963407  0.46
H -0.311091 -0.315281 5.910555  0.39
H -2.626609 0.566322 5.730205  0.42
H -3.346035 1.634056 3.620007  0.37
H -2.895447 2.454880 1.515969  0.76
H -1.766507 1.982883 -2.698989  0.53
H -2.652236 0.455385 -2.518028  0.31
H -0.408317 0.630469 -4.076695  0.63
H -0.823973 -0.854468 -3.216548  0.44
H 1.573072 -0.772714 -3.796377  0.40
H 3.661438 -1.603242 -3.971781  0.37
H 5.944631 -1.977925 -3.116884  0.43
H 6.574663 -1.081539 -0.893882  0.39
H 4.923098 0.139010 0.485354  0.49
Cl -0.891042 3.287604 0.817237  -0.15
C -2.174360 0.851241 0.286946  0.67
C -1.133320 -0.152179 -0.145065  -0.11
C -1.413351 -1.562422 -0.360472  -0.42
Cl -0.102142 -2.614871 -0.662729  -0.09
C -2.692415 -1.972193 -0.269997  0.55
Cl -3.087101 -3.614625 -0.486809  -0.13
C -3.776904 -1.006202 -0.042594  0.28
Cl -5.375295 -1.598364 -0.092549  -0.13
C -3.545369 0.302854 0.198566  -0.52
Cl -4.842320 1.397058 0.437406  -0.14

Forces on atoms 1 to 2 (eV/Å):
Pt -1.4 -0.7 -1.1
O 0.6 0.6 -0.1

Summary:
Total charge = +1
Frontier orbital gap = 5.932 eV
Multiplicity = 1
HOMO level = -10.621 eV
DFT total energy = -3526.68816 a.u.

=====

Formula: C21H25N3O3S
Source: OMol25
Level of theory: ωB97M-V with the def2-TZVPD basis set

Last column: Mulliken charge in e.
Element x y z (Å)
C -5.523040 -3.545049 -0.108301  -1.53
C -5.326940 -2.057748 -0.112247  0.68
C -4.056898 -1.511961 -0.082137  -0.35
C -3.844918 -0.127601 -0.080213  1.00
C -4.971308 0.698928 -0.129145  -0.74
C -6.241413 0.155364 -0.170795  -0.95
C -6.430569 -1.212659 -0.156319  -0.54
H -7.426802 -1.628261 -0.182109  0.42
H -7.096079 0.815970 -0.203346  0.37
H -4.867690 1.772044 -0.119038  0.33
N -2.558379 0.381673 -0.087423  0.27
C -1.486134 -0.235533 0.660644  -0.61
C -0.218216 -0.261881 -0.195111  -1.01
N 0.122287 1.070715 -0.640921  0.22
S 1.087890 1.933885 0.417344  1.51
O 1.072958 3.304403 0.001019  -0.78
O 0.796551 1.632036 1.794439  -0.68
C 2.673942 1.215451 0.016263  -0.66
C 3.191872 1.423199 -1.247646  -0.56
C 4.412612 0.867524 -1.580366  -1.16
C 5.107900 0.106523 -0.642413  0.68
C 4.585410 -0.088138 0.642423  0.73
C 3.359552 0.471253 0.957967  -0.47
H 2.927010 0.352161 1.939364  0.55
C 5.411140 -0.865249 1.624701  -0.73
C 6.164137 -1.981631 0.906934  -0.69
C 6.957709 -1.454011 -0.269162  0.40
O 8.029470 -1.885215 -0.622235  -0.63
N 6.335619 -0.451754 -0.961842  -0.11
H 6.789262 -0.147221 -1.814061  0.20
H 6.844936 -2.501955 1.580172  0.34
H 5.454814 -2.714803 0.510681  0.30
H 4.780086 -1.276688 2.412812  0.39
H 6.130380 -0.186687 2.095220  0.26
H 4.835289 1.020001 -2.562212  0.36
H 2.634399 2.022323 -1.948377  0.48
C -0.967966 1.757580 -1.294935  -1.55
H -0.638359 2.783121 -1.460278  0.56
C -2.280660 1.747900 -0.485975  -0.10
H -3.074178 2.056304 -1.174417  0.72
C -2.219305 2.732502 0.687261  -1.29
H -1.319709 2.584344 1.277959  0.25
H -2.207118 3.752150 0.311237  0.42
H -3.086195 2.603835 1.332142  0.40
H -1.131566 1.265282 -2.260269  0.42
H 0.627063 -0.645044 0.378006  0.45
H -0.369938 -0.886456 -1.082184  0.42
H -1.764218 -1.245154 0.956156  0.50
H -1.269108 0.339522 1.570650  0.23
H -3.210910 -2.183790 -0.082798  0.26
H -4.569898 -4.067668 -0.130643  0.33
H -6.064954 -3.850869 0.786176  0.33
H -6.109835 -3.852970 -0.972665  0.35

Forces on atoms 1 to 2 (eV/Å):
C 0.0 0.0 0.0
C 0.0 0.1 0.0

Summary:
SMILES = Cc1cccc(N2CCN(S(=O)(=O)c3ccc4c(c3)CCC(=O)N4)C[C@@H]2C)c1
Frontier orbital gap = 8.063 eV
Multiplicity = 1
HOMO level = -7.578 eV
DFT total energy = -1603.43348 a.u.

=====

no.,largest force on an atom (eV Å⁻¹)
1,2.9
2,1.1
3,1.9
4,1.0